Record 1
# C2H10NOS

A cluster of 2 separate species, C2H10NOS in total at a distorted geometry (wB97M-V/def2-TZVPD, OMol25).

Geometry as XYZ:
```
15
Properties=species:S:1:pos:R:3:forces:R:3:mulliken_charge:R:1
C -0.24989 -0.26851 0.26178 1.23 1.84 1.38 -0.2930
C 0.59087 -0.79807 -0.87850 1.63 -1.75 -0.31 -0.8856
S 0.94541 0.48400 -2.12276 0.74 -0.20 1.12 -0.1022
N -0.63485 -1.43493 1.26987 -0.71 0.35 -2.24 -0.3039
H -1.21279 0.27038 -0.00510 1.28 -1.03 0.06 0.3014
H 0.35804 0.57251 0.83617 -1.40 -2.21 -0.85 0.2806
H 0.07922 -1.54239 -1.46100 -0.85 -0.35 -0.25 0.3993
H 1.55390 -1.47576 -0.58572 -1.95 2.17 -0.13 0.3571
H 1.77807 1.10570 -1.24129 -0.23 0.08 -0.72 0.1142
H -0.34859 -1.14953 2.23431 -0.92 -0.96 -0.85 0.3633
H -0.36691 -2.38113 0.92358 1.10 0.83 0.85 0.3601
H -1.63073 -1.53531 0.98375 0.17 0.50 1.84 0.3944
H -1.00229 2.85467 -0.35781 -3.12 3.01 -2.35 0.2507
H 0.45783 2.83966 0.10348 5.43 3.86 -0.01 0.2603
O -0.31730 2.45871 0.03923 -2.42 -6.15 2.46 -0.4967
```
Positions in Å, forces in eV/Å.

Values from the calculation:
LUMO	-3.87	eV
DFT total energy	-610.056122	Eh
total charge	+1
multiplicity	1

***

Record 2
# C5H9NO

A cluster of 2 separate species, C5H9NO in total at a distorted geometry (wB97M-V/def2-TZVPD, OMol25).

Geometry as XYZ:
```
16
Properties=species:S:1:pos:R:3:forces:R:3:mulliken_charge:R:1
C 1.82877 -2.22445 0.04841 0.62 -0.06 -0.91 -0.9134
C 0.57029 -1.41755 -0.29632 0.04 -2.05 1.07 0.1605
C -0.60766 -1.73045 -1.03440 1.19 1.82 2.55 -0.6026
C -1.44500 -0.62102 -0.81272 0.76 2.23 -0.53 -0.2470
C -0.69798 0.43146 -0.23014 -2.98 -0.86 0.06 -0.4303
N 0.40150 -0.21591 0.33985 -0.48 2.57 -1.73 -0.0975
H 2.72244 -1.54314 0.26617 -1.43 -0.80 0.15 0.2846
H 1.67697 -2.99752 0.86810 0.29 0.97 -1.06 0.2298
H 2.17119 -2.71315 -0.91529 -0.54 0.07 1.22 0.2735
H -1.02813 -2.57756 -1.49685 0.58 -1.17 -0.50 0.4093
H -2.48666 -0.55694 -1.07186 -0.01 0.24 -0.65 0.3898
H -1.01202 1.54517 -0.33570 1.04 -2.17 1.23 0.2871
H 0.71987 0.19324 1.22122 0.91 -0.75 -0.90 0.2581
O -0.56391 4.66517 1.30271 -1.23 0.72 -0.64 -0.6400
H -1.44961 4.26100 1.29957 0.53 -0.26 0.27 0.3168
H -0.80005 5.50165 0.84725 0.69 -0.48 0.38 0.3212
```
Positions in Å, forces in eV/Å.

Values from the calculation:
LUMO	0.77	eV
SMILES	Cc1ccc[nH]1.O
DFT total energy	-325.843501	Eh
total charge	0
multiplicity	1